No. 1
Computed, not measured: a molecular structure, C9H10AlF9NO6S at a distorted geometry, with the ωB97M-V functional and the def2-TZVPD basis.

Computed properties:
E_HOMO: -19.851 eV
total charge: +3
E_LUMO: -0.645 Ha
M: 458.211 g/mol
2S+1: 1
max |F|: 4.4 eV Å⁻¹

Last column: Löwdin charge in e.
Element x y z (Å)
O  -1.18792  -0.30819  2.26052  0.0699
C  -0.92299  0.20128  1.19310  -0.5093
O  -1.67179  1.12789  0.61671  0.0072
S  -3.36424  0.85743  0.60052  0.7906
O  -3.89211  1.87702  -0.20511  -0.1355
O  -3.90863  0.76220  1.89613  -0.1450
C  -3.71231  -0.74193  -0.30143  -0.6681
F  -5.00686  -0.85425  -0.20846  0.2462
F  -3.36029  -0.64191  -1.56647  0.1950
F  -3.12057  -1.76786  0.29832  0.1762
N  0.29385  -0.05640  0.49862  0.0505
C  0.17587  -1.10515  -0.55405  -0.0400
C  -0.19950  -0.42737  -1.86647  -0.1059
O  0.95792  0.30572  -2.19859  0.0345
C  0.90861  1.00527  -3.39897  0.0556
C  1.56916  0.06945  -4.56280  -0.5868
F  2.71662  0.59458  -4.89255  0.2553
F  0.74685  0.04387  -5.56932  0.2654
F  1.76447  -1.14617  -4.09079  0.2187
C  1.32332  -0.42872  1.46137  -0.0705
C  1.45475  0.53677  2.63525  -0.3273
O  1.72597  1.81865  2.31999  0.1724
C  2.58769  -0.02226  3.58619  -0.5183
F  2.85838  0.85703  4.50166  0.2757
F  2.09142  -1.21790  4.27381  0.0829
F  3.66654  -0.34552  2.95068  0.2919
H  1.13477  -1.58205  -0.70753  0.1558
H  -0.54536  -1.87689  -0.27779  0.1580
H  -1.00927  0.29165  -1.72505  0.1433
H  -0.46231  -1.16033  -2.63461  0.1793
H  1.51216  1.90197  -3.27855  0.1802
H  -0.11651  1.25625  -3.65203  0.1633
H  2.27618  -0.42544  0.94195  0.1781
H  1.17524  -1.47320  1.80034  0.1601
H  0.47499  0.53611  3.26595  0.0710
H  0.96674  2.40541  2.43425  0.1748
Al  0.09918  -0.86700  4.15521  1.3547


No. 2
Computed, not measured: a molecular structure, C9H10AuN2S, with the ωB97M-V functional and the def2-TZVPD basis.

Computed properties:
E_HOMO: -12.367 eV
total charge: +1
E_LUMO: -0.108 Ha
M: 375.227 g/mol
2S+1: 1
max |F|: 0.3 eV Å⁻¹

Last column: Löwdin charge in e.
Element x y z (Å)
Au  0.99932  -0.25872  0.39166  0.8413
N  -0.02366  0.24926  2.15620  -0.0614
C  0.91549  0.98796  3.00060  -0.3465
C  1.23062  2.29815  2.67519  -0.0592
C  2.13566  2.99129  3.46163  -0.0638
C  2.72575  2.37517  4.55790  -0.0668
C  2.39695  1.06665  4.87408  -0.0606
C  1.48417  0.36673  4.09653  -0.0390
H  -0.36108  -0.57015  2.65378  0.0984
H  -0.84238  0.81831  1.95662  0.1057
H  0.76370  2.77482  1.82058  0.1117
H  2.37731  4.01693  3.21847  0.1133
H  3.43775  2.91564  5.16585  0.1125
H  2.84171  0.58319  5.73294  0.1145
H  1.21727  -0.65337  4.34811  0.1175
S  4.15169  -1.19173  -2.71760  1.0993
C  3.85841  0.48445  -2.56041  -0.3545
C  2.81353  0.70030  -1.73102  -0.2380
N  2.27138  -0.45582  -1.20311  -0.2485
C  2.90015  -1.52384  -1.63391  -0.4576
H  4.44110  1.21936  -3.08909  0.0853
H  2.38998  1.65825  -1.47914  0.1079
H  2.62344  -2.52844  -1.35646  0.0884


No. 3
Computed, not measured: a gas-phase ion, C9H10BrClN3 (charge +1) at a distorted geometry, with the ωB97M-V functional and the def2-TZVPD basis.

Computed properties:
E_HOMO: -12.058 eV
total charge: +1
E_LUMO: -0.117 Ha
ΔE to the lowest compared entry with this formula, charge and spin: 0.8486 eV
M: 275.557 g/mol
2S+1: 1
max |F|: 4.1 eV Å⁻¹

Last column: Löwdin charge in e.
Element x y z (Å)
C  1.17300  2.11318  1.18539  0.0011
C  1.25460  1.89454  2.54340  -0.0622
C  0.24229  -0.26184  2.22711  -0.0364
C  0.63194  1.16571  0.30837  -0.1641
C  0.15438  -0.02505  0.86616  -0.1421
C  0.79360  0.69374  3.07304  -0.6537
C  0.61884  1.46794  -1.11412  -0.1428
C  0.45434  0.55411  -2.04700  -0.5877
C  0.06002  -1.47767  -1.19848  -0.1296
N  -0.51334  -1.06527  0.07565  0.0979
N  -0.92826  -2.05074  -1.98596  -0.0814
N  -2.16101  -1.35393  -1.85339  0.0289
Cl  0.88581  0.38318  4.75753  0.7420
Br  0.36665  0.53476  -3.88282  0.7961
H  1.54241  3.04055  0.77673  0.1274
H  1.67394  2.64530  3.19357  0.1205
H  -0.12118  -1.18492  2.65483  0.1188
H  0.81738  2.50367  -1.37409  0.1219
H  1.02031  -1.96451  -1.18559  0.1467
H  -0.64111  -1.87698  0.69915  0.1853
H  -0.63427  -2.28915  -2.92981  0.1298
H  -1.48462  -0.79811  -0.28439  0.1705
H  -2.93240  -2.01196  -1.93525  0.1172
H  -2.27328  -0.63654  -2.57003  0.0961


No. 4
Computed, not measured: a molecular structure, C9H10CaN2O4S at a distorted geometry, with the ωB97M-V functional and the def2-TZVPD basis.

Computed properties:
E_HOMO: -16.349 eV
total charge: +2
E_LUMO: -0.327 Ha
ΔE to the lowest compared entry with this formula, charge and spin: 4.9289 eV
M: 282.334 g/mol
2S+1: 1
max |F|: 6.9 eV Å⁻¹

Last column: Löwdin charge in e.
Element x y z (Å)
Ca  0.00728  0.32693  -1.34578  0.6311
C  0.00571  1.55776  0.32957  -0.1114
O  0.00522  2.11582  1.30394  0.2457
C  0.00331  2.42280  -2.34122  -0.0562
O  0.00113  3.44520  -2.79337  0.2478
C  -2.05821  0.55450  -1.44193  -0.1099
O  -3.17738  0.56555  -1.43349  0.2491
C  2.07301  0.56321  -1.44218  -0.1091
O  3.19212  0.57899  -1.43395  0.2493
C  0.01076  -1.14438  -3.13950  -0.2073
H  0.95497  -1.68987  -2.88274  0.1043
H  -0.93112  -1.69374  -2.88301  0.1041
C  0.00842  0.00966  -3.76570  -0.1551
H  -0.93226  0.50766  -4.11754  0.1178
H  0.94728  0.51176  -4.11726  0.1179
S  0.01322  -1.91762  -0.19537  0.6324
C  0.00017  -1.21251  1.47516  -0.8509
N  1.04656  -0.97007  2.13832  0.0490
C  0.76535  -0.38158  3.46317  -0.0581
C  -0.79641  -0.34622  3.43613  -0.0603
N  -1.05815  -0.92663  2.10490  0.0462
H  2.07323  -1.11211  1.84599  0.2176
H  1.17160  0.60648  3.53196  0.1156
H  1.12302  -1.03108  4.23811  0.1298
H  -1.15990  0.65866  3.48770  0.1139
H  -1.20879  -0.97495  4.20106  0.1300
H  -2.08014  -1.02423  1.77703  0.2169


Copy entry 2 word for word.
Computed, not measured: a molecular structure, C9H10AuN2S, with the ωB97M-V functional and the def2-TZVPD basis.

Computed properties:
E_HOMO: -12.367 eV
total charge: +1
E_LUMO: -0.108 Ha
M: 375.227 g/mol
2S+1: 1
max |F|: 0.3 eV Å⁻¹

Last column: Löwdin charge in e.
Element x y z (Å)
Au  0.99932  -0.25872  0.39166  0.8413
N  -0.02366  0.24926  2.15620  -0.0614
C  0.91549  0.98796  3.00060  -0.3465
C  1.23062  2.29815  2.67519  -0.0592
C  2.13566  2.99129  3.46163  -0.0638
C  2.72575  2.37517  4.55790  -0.0668
C  2.39695  1.06665  4.87408  -0.0606
C  1.48417  0.36673  4.09653  -0.0390
H  -0.36108  -0.57015  2.65378  0.0984
H  -0.84238  0.81831  1.95662  0.1057
H  0.76370  2.77482  1.82058  0.1117
H  2.37731  4.01693  3.21847  0.1133
H  3.43775  2.91564  5.16585  0.1125
H  2.84171  0.58319  5.73294  0.1145
H  1.21727  -0.65337  4.34811  0.1175
S  4.15169  -1.19173  -2.71760  1.0993
C  3.85841  0.48445  -2.56041  -0.3545
C  2.81353  0.70030  -1.73102  -0.2380
N  2.27138  -0.45582  -1.20311  -0.2485
C  2.90015  -1.52384  -1.63391  -0.4576
H  4.44110  1.21936  -3.08909  0.0853
H  2.38998  1.65825  -1.47914  0.1079
H  2.62344  -2.52844  -1.35646  0.0884


> The lowest M belongs to which entry?

C9H10BrClN3


Copy entry 2 word for word.
Computed, not measured: a molecular structure, C9H10AuN2S, with the ωB97M-V functional and the def2-TZVPD basis.

Computed properties:
E_HOMO: -12.367 eV
total charge: +1
E_LUMO: -0.108 Ha
M: 375.227 g/mol
2S+1: 1
max |F|: 0.3 eV Å⁻¹

Last column: Löwdin charge in e.
Element x y z (Å)
Au  0.99932  -0.25872  0.39166  0.8413
N  -0.02366  0.24926  2.15620  -0.0614
C  0.91549  0.98796  3.00060  -0.3465
C  1.23062  2.29815  2.67519  -0.0592
C  2.13566  2.99129  3.46163  -0.0638
C  2.72575  2.37517  4.55790  -0.0668
C  2.39695  1.06665  4.87408  -0.0606
C  1.48417  0.36673  4.09653  -0.0390
H  -0.36108  -0.57015  2.65378  0.0984
H  -0.84238  0.81831  1.95662  0.1057
H  0.76370  2.77482  1.82058  0.1117
H  2.37731  4.01693  3.21847  0.1133
H  3.43775  2.91564  5.16585  0.1125
H  2.84171  0.58319  5.73294  0.1145
H  1.21727  -0.65337  4.34811  0.1175
S  4.15169  -1.19173  -2.71760  1.0993
C  3.85841  0.48445  -2.56041  -0.3545
C  2.81353  0.70030  -1.73102  -0.2380
N  2.27138  -0.45582  -1.20311  -0.2485
C  2.90015  -1.52384  -1.63391  -0.4576
H  4.44110  1.21936  -3.08909  0.0853
H  2.38998  1.65825  -1.47914  0.1079
H  2.62344  -2.52844  -1.35646  0.0884